[1]
{"formula": "C17H17FeN6O2", "method": "ωB97M-V with the def2-TZVPD basis set", "symbols": ["Fe", "C", "C", "N", "O", "C", "C", "N", "O", "H", "H", "H", "H", "H", "H", "H", "N", "C", "N", "C", "C", "C", "C", "C", "C", "H", "H", "H", "H", "H", "H", "N", "C", "C", "C", "C", "C", "N", "C", "H", "H", "H", "H"], "positions_angstrom": [[0.43522, 0.89199, -0.14188], [-1.65221, 4.48451, 0.87867], [-0.94573, 3.18436, 0.76023], [-0.54098, 2.61547, -0.32366], [-0.71838, 3.14713, -1.56909], [-0.63423, 2.37303, 1.96756], [-0.94808, 2.70154, 3.38565], [-0.01276, 1.30669, 1.60858], [0.51864, 0.30148, 2.10313], [-1.75086, 5.02852, -0.05711], [-1.12792, 5.12330, 1.59152], [-2.65699, 4.31277, 1.27210], [-0.88580, 4.10180, -1.50423], [-1.71231, 3.47215, 3.44749], [-0.05309, 3.05734, 3.90038], [-1.30091, 1.81020, 3.90403], [-2.70801, -0.91261, -1.93576], [-1.91579, 0.12056, -1.65361], [-0.98165, -0.21338, -0.77348], [-1.18685, -1.56526, -0.45957], [-0.51482, -2.42314, 0.41079], [-0.98182, -3.71735, 0.49312], [-2.08496, -4.15747, -0.25897], [-2.75869, -3.31468, -1.11572], [-2.28254, -2.01044, -1.19663], [-3.48416, -0.88745, -2.57990], [-2.02620, 1.09574, -2.10062], [0.32145, -2.09056, 1.00971], [-0.49332, -4.41417, 1.16021], [-2.41408, -5.18217, -0.15728], [-3.61122, -3.64983, -1.69028], [6.04302, -1.23362, 1.47900], [5.18018, -1.21078, 0.72323], [4.08337, -1.16661, -0.20125], [4.10594, -1.85932, -1.40953], [3.00409, -1.77665, -2.24510], [1.92234, -1.01300, -1.85919], [1.90211, -0.33909, -0.69646], [2.96260, -0.41870, 0.12066], [4.97009, -2.45140, -1.68006], [2.98027, -2.30014, -3.18982], [1.04281, -0.92943, -2.48255], [2.91223, 0.10868, 1.06571]], "atomic_forces_ev_per_a": [[0.0, -0.1, -0.5], [0.0, 0.0, 0.0], [0.0, 0.0, -0.1], [0.0, 0.0, 0.0], [0.0, 0.0, 0.0], [0.1, 0.0, 0.0], [0.0, 0.0, 0.0], [0.0, -0.2, 0.3], [-0.1, 0.2, 0.2], [0.0, 0.0, 0.0], [0.0, 0.0, 0.0], [0.0, 0.0, 0.0], [0.0, 0.0, 0.0], [0.0, 0.0, 0.0], [0.0, 0.0, 0.0], [0.0, 0.0, 0.0], [0.0, 0.0, 0.0], [0.0, 0.0, 0.0], [0.0, 0.1, -0.1], [0.0, 0.0, 0.0], [0.0, 0.0, 0.0], [0.0, 0.0, 0.0], [0.0, 0.0, 0.0], [0.0, 0.0, 0.0], [0.0, 0.0, 0.0], [0.0, 0.0, 0.0], [0.0, 0.0, 0.0], [0.0, 0.0, 0.0], [0.0, 0.0, 0.0], [0.0, 0.0, 0.0], [0.0, 0.0, 0.0], [0.0, 0.0, 0.0], [0.0, 0.0, 0.0], [0.0, 0.0, 0.0], [0.0, 0.0, 0.0], [0.0, 0.0, 0.0], [0.0, 0.0, 0.0], [0.0, 0.1, 0.1], [0.0, 0.0, 0.0], [0.0, 0.0, 0.0], [0.0, 0.0, 0.0], [0.0, 0.0, 0.0], [0.0, 0.0, 0.0]], "mulliken_spin": [1.580, 0.000, 0.002, 0.007, 0.001, 0.021, -0.016, -0.232, -0.341, 0.000, 0.000, 0.000, -0.002, -0.004, 0.005, 0.002, 0.001, 0.010, -0.053, -0.005, 0.001, 0.001, 0.001, 0.000, -0.004, 0.000, -0.003, 0.007, 0.000, 0.000, 0.000, 0.000, 0.001, 0.002, 0.000, -0.002, 0.000, 0.002, 0.017, 0.000, 0.000, 0.001, 0.000], "orbital_gap_ev": [6.71, 7.16], "charge": 2, "e_above_lowest_kcal_mol": 0.0, "lumo_energy_ev": [-8.28, -7.84], "e_homo_ev": [-14.996, -14.999], "spin_multiplicity": 2}


[2]
{"formula": "C17H17IN3O2Pd", "method": "ωB97M-V with the def2-TZVPD basis set", "symbols": ["Pd", "C", "C", "N", "C", "C", "C", "O", "C", "C", "N", "C", "C", "C", "C", "C", "C", "I", "C", "O", "H", "H", "H", "H", "H", "H", "H", "H", "H", "H", "H", "H", "C", "C", "C", "N", "H", "H", "H", "H", "H"], "positions_angstrom": [[5.16614, 11.08019, 5.54541], [4.95492, 6.48166, 4.98357], [6.31384, 7.10264, 5.17749], [7.32235, 6.26076, 5.38054], [8.52448, 6.82696, 5.48094], [8.83541, 8.16294, 5.37038], [10.14774, 8.50630, 5.95454], [10.33663, 9.96119, 6.30091], [7.79975, 9.08489, 5.13590], [8.08520, 10.51004, 4.99405], [7.16566, 11.45333, 5.24853], [7.58212, 12.74885, 5.16303], [8.94300, 13.02789, 4.90557], [9.52940, 14.27979, 5.00384], [8.77796, 15.34804, 5.38777], [7.35925, 15.11449, 5.47928], [6.74753, 13.85147, 5.41099], [4.68567, 13.66751, 5.73380], [6.49385, 8.52752, 5.03202], [5.39338, 9.15360, 4.78933], [5.17143, 5.62797, 4.35465], [4.29624, 7.22968, 4.58868], [4.60011, 6.14325, 5.94438], [9.31212, 6.24755, 5.95655], [11.01898, 8.22709, 5.33964], [10.34588, 7.89441, 6.86419], [10.79345, 9.96162, 7.15270], [9.11726, 10.66615, 4.77888], [9.50210, 12.17728, 4.58681], [10.53718, 14.40572, 4.55091], [9.23347, 16.39164, 5.42526], [6.70548, 15.95624, 5.66890], [4.20093, 9.96502, 10.24159], [3.88846, 9.03190, 9.03480], [3.66320, 9.71368, 7.78306], [3.52243, 10.22062, 6.75609], [3.81743, 9.62004, 11.17409], [3.87862, 10.97256, 10.04498], [5.29780, 10.03787, 10.35619], [2.92549, 8.52128, 9.31599], [4.69156, 8.27510, 8.86857]], "atomic_forces_ev_per_a": [[-0.6, -1.3, 0.1], [1.3, 0.4, 0.3], [0.6, -0.6, -0.3], [-0.6, 1.2, -0.3], [0.9, 0.1, 1.0], [-0.8, -0.2, 0.7], [2.6, 1.3, 0.9], [-0.4, -1.9, -0.1], [-0.8, 0.5, -0.6], [-3.1, -1.1, 1.3], [2.2, -2.9, -1.2], [1.4, 2.5, 0.2], [-0.8, 0.2, 0.0], [1.0, -1.0, -1.4], [-2.0, 1.5, -0.4], [0.6, 0.6, 0.7], [1.8, 0.7, -0.1], [0.2, 0.5, -0.2], [0.5, -1.0, 0.2], [-0.5, 1.5, -0.1], [-0.6, -0.2, -0.2], [-0.5, -0.1, -0.4], [-0.3, -0.3, 0.3], [-0.1, -0.6, -0.5], [-0.5, 0.2, -0.3], [-0.5, 0.6, -0.3], [-0.1, 0.1, -0.3], [0.1, 0.5, -0.1], [0.7, 0.4, -0.1], [-0.6, -0.1, 1.0], [-1.0, -1.6, 0.1], [0.1, 0.1, 0.0], [1.8, 0.2, -1.2], [-0.8, -0.9, 1.4], [0.0, 0.3, -0.7], [-0.1, -0.1, 0.7], [-0.5, -0.4, 0.4], [-0.4, 0.3, 0.1], [-0.4, 0.0, 0.0], [0.9, 0.1, -0.7], [-0.7, 0.4, 0.2]], "mulliken_spin": [1.401, 0.001, 0.028, 0.005, 0.009, -0.003, 0.002, 0.000, -0.028, -0.056, 0.102, 0.031, 0.008, 0.001, 0.000, -0.013, -0.011, 0.142, 0.047, 0.283, 0.000, -0.002, 0.000, 0.000, -0.001, -0.001, 0.000, 0.011, 0.001, 0.001, 0.000, -0.004, 0.001, 0.000, 0.020, 0.021, 0.000, 0.000, 0.000, 0.001, 0.001], "orbital_gap_ev": [6.94, 4.49], "charge": 1, "lumo_energy_ev": [-3.89, -6.32], "e_homo_ev": [-10.831, -10.810], "spin_multiplicity": 3}


[3]
{"formula": "C17H17N5O2S", "method": "ωB97M-V with the def2-TZVPD basis set", "symbols": ["O", "O", "N", "N", "N", "N", "C", "C", "C", "C", "C", "C", "C", "C", "C", "C", "C", "C", "C", "C", "N", "C", "C", "C", "S", "H", "H", "H", "H", "H", "H", "H", "H", "H", "H", "H", "H", "H", "H", "H", "H", "H"], "positions_angstrom": [[-0.35209, 0.44086, 4.43113], [-2.33065, -0.98860, 4.21534], [1.27433, -0.10534, 1.78194], [2.32085, 0.34013, 1.07147], [-0.23493, 0.95970, 0.34150], [-1.54367, -3.38840, 1.46444], [0.03306, 0.21654, 1.44124], [2.06894, 1.13184, 0.04086], [-1.08908, -4.56704, 0.94828], [0.77796, 1.47615, -0.33269], [-1.57029, -2.31720, 0.68360], [-0.65853, -4.68317, -0.37560], [-1.14275, -2.33681, -0.65356], [-0.71926, -3.52577, -1.19103], [-0.33113, 4.74243, -1.89215], [0.24967, 4.72344, -3.16377], [-0.15384, 3.70107, -1.00900], [1.04297, 3.64399, -3.48465], [0.63527, 2.59155, -1.33109], [1.26863, 2.58435, -2.60522], [-1.03560, -0.37410, 2.05087], [2.13340, 1.35590, -3.03678], [-2.09235, -1.02355, 1.24669], [0.07640, -2.19049, 3.95392], [-0.95088, -0.71645, 3.73815], [2.92455, 1.58132, -0.43200], [-1.06888, -5.40431, 1.64941], [-0.30347, -5.59438, -0.82697], [-1.12997, -1.39590, -1.25835], [-0.40941, -3.52398, -2.22347], [-0.96816, 5.58854, -1.63017], [0.09784, 5.54766, -3.85365], [-0.65551, 3.74058, -0.06814], [1.45877, 3.66488, -4.49864], [1.66109, 0.42444, -2.77176], [3.17270, 1.40730, -2.64007], [2.18607, 1.36379, -4.09768], [-2.42007, -0.36459, 0.43089], [-2.97713, -1.26208, 1.84897], [0.23982, -2.34751, 5.01406], [1.01540, -2.09342, 3.41868], [-0.50007, -3.02337, 3.60501]], "atomic_forces_ev_per_a": [[-0.2, -2.0, -1.9], [2.6, -0.3, -1.8], [0.6, -0.4, 0.5], [-1.2, 0.3, 0.2], [-0.7, 0.6, 0.1], [0.2, -0.9, -0.4], [1.7, 0.4, -2.9], [0.7, -0.3, 0.8], [0.0, 1.0, -0.3], [0.0, 0.6, 0.4], [0.1, -0.1, -0.9], [-0.5, 1.1, -0.2], [-0.1, 0.8, -0.1], [0.3, -0.6, 0.6], [-0.3, 0.8, -0.7], [-0.2, 0.0, 1.2], [0.1, -0.5, -0.2], [0.4, -0.1, -0.8], [-0.4, 0.1, -1.0], [0.3, -1.4, 0.6], [-1.1, -0.5, 2.2], [-0.1, 1.6, 0.7], [-0.2, -0.2, 0.0], [-0.3, 0.5, 0.0], [-1.7, 1.9, 2.9], [0.2, -0.2, -0.2], [0.0, 0.2, -0.3], [0.0, -0.3, 0.3], [-0.2, -1.0, 0.6], [0.1, -0.3, -0.1], [0.2, -0.3, 0.1], [0.0, -0.2, 0.0], [-0.2, -0.1, 0.6], [0.1, -0.4, 0.5], [-0.1, -0.3, 0.4], [-0.8, -0.1, -0.2], [0.2, 0.0, -1.0], [0.3, 0.0, 0.4], [0.5, 0.4, 0.3], [0.0, 0.5, 0.2], [0.0, 0.3, -0.1], [-0.3, -0.3, -0.5]], "nbo_charge": [-0.909, -0.920, -0.286, -0.141, -0.443, -0.438, 0.530, -0.055, 0.035, 0.230, 0.191, -0.256, -0.252, -0.163, -0.214, -0.186, -0.170, -0.254, -0.120, 0.108, -0.660, -0.653, -0.257, -0.856, 2.234, 0.210, 0.203, 0.225, 0.226, 0.218, 0.217, 0.220, 0.224, 0.214, 0.218, 0.221, 0.219, 0.237, 0.267, 0.255, 0.267, 0.264], "orbital_gap_ev": 8.86, "charge": 0, "e_above_lowest_kcal_mol": 82.1, "smiles": "Cc1ccccc1-c1cnnc(N(Cc2ccccn2)S(C)(=O)=O)n1", "lumo_energy_ev": -0.42, "e_homo_ev": -9.279, "spin_multiplicity": 1}